This record from OMol25 describes a 2-piece molecular cluster, C4H10BN overall in a non-equilibrium geometry. The level of theory is ωB97M-V/def2-TZVPD.

Output
strongest force on any atom: 6.1 eV Å⁻¹
E_tot: -237.87372 hartree
energy relative to the best compared isomer or geometry (same formula, charge and spin): 410.3 kJ/mol

```
! wB97M-V def2-TZVPD RIJCOSX def2/J DEFGRID3
* xyz 0 1
N 0.493 -0.168 -0.118
C -0.193 0.976 0.428
C -1.715 0.563 0.477
C 2.729 -0.234 0.041
C -1.793 -0.813 -0.335
B -0.229 -1.254 -0.561
H 2.776 -0.016 -0.948
H 0.307 -2.229 -1.175
H -2.125 -1.521 0.513
H -1.936 0.407 1.624
H -0.104 1.847 -0.413
H 3.038 0.433 0.794
H -2.301 -0.670 -1.212
H -2.385 1.375 0.041
H 0.110 1.283 1.412
H 2.360 -1.262 0.214
*
```

This record from OMol25 describes C4H10BN as an isolated structure in a non-equilibrium geometry. The level of theory is ωB97M-V/def2-TZVPD.

Output
strongest force on any atom: 4.3 eV Å⁻¹
E_tot: -238.01597 hartree
energy relative to the best compared isomer or geometry (same formula, charge and spin): 36.8 kJ/mol

```
! wB97M-V def2-TZVPD RIJCOSX def2/J DEFGRID3
* xyz 0 1
N -0.243 -0.374 1.103
C 0.484 0.791 1.584
C 0.702 0.647 -0.849
C -1.418 -1.839 -1.244
C 1.407 1.171 0.417
B -0.186 -0.524 -0.258
H 2.359 0.652 0.533
H -2.422 -1.552 -0.987
H 1.600 2.242 0.390
H 0.047 1.420 -1.263
H -0.225 1.603 1.804
H 1.040 0.567 2.501
H 1.420 0.397 -1.629
H -0.788 -0.879 1.781
H -1.213 -1.734 -2.295
H -1.173 -2.828 -0.887
*
```

This record from OMol25 describes a 2-piece molecular cluster, C4H10BN overall in a non-equilibrium geometry. The level of theory is ωB97M-V/def2-TZVPD.

Output
strongest force on any atom: 3.4 eV Å⁻¹
E_tot: -237.82021 hartree
energy relative to the best compared isomer or geometry (same formula, charge and spin): 550.8 kJ/mol

```
! wB97M-V def2-TZVPD RIJCOSX def2/J DEFGRID3
* xyz 0 1
N -0.415 -0.551 0.129
C -2.042 1.405 -0.104
C 1.929 0.994 -0.043
C -1.311 -1.673 -0.011
C 2.336 -0.453 0.058
B 0.836 -0.135 -0.069
H 2.165 1.383 -1.062
H -2.216 -1.526 -0.515
H -2.572 1.148 0.867
H -2.683 1.464 -0.916
H 2.593 -0.483 1.149
H -1.086 2.034 -0.184
H -0.665 -2.599 -0.416
H 1.962 1.734 0.848
H -1.738 -1.857 0.979
H 2.907 -0.886 -0.710
*
```

This record from OMol25 describes one molecule with the formula C4H10BN in a non-equilibrium geometry. The level of theory is ωB97M-V/def2-TZVPD.

Output
strongest force on any atom: 4.5 eV Å⁻¹
E_tot: -237.95183 hartree
energy relative to the best compared isomer or geometry (same formula, charge and spin): 205.2 kJ/mol
SMILES: BN(C)CC=C

```
! wB97M-V def2-TZVPD RIJCOSX def2/J DEFGRID3
* xyz 0 1
N -0.453 0.583 0.744
C 0.091 -0.691 0.300
C 0.847 -1.980 -1.673
C 0.402 -0.884 -1.158
C 0.539 1.561 1.097
B -1.660 0.990 0.425
H 1.058 1.945 0.239
H -1.834 2.103 0.676
H -2.239 0.220 -0.120
H 1.197 1.237 1.927
H 0.060 -0.114 -1.748
H 1.024 -2.892 -1.200
H -0.768 -1.434 0.701
H 0.852 -2.027 -2.793
H 0.948 -0.976 0.988
H -0.064 2.361 1.595
*
```

This record from OMol25 describes one molecule with the formula C4H10BrPS in a non-equilibrium geometry. The level of theory is ωB97M-V/def2-TZVPD.

Output
strongest force on any atom: 3.8 eV Å⁻¹
E_tot: -3471.92916 hartree
energy relative to the best compared isomer or geometry (same formula, charge and spin): 123.2 kJ/mol
SMILES: CCC[C@H](S)PBr

```
! wB97M-V def2-TZVPD RIJCOSX def2/J DEFGRID3
* xyz 0 1
Br -3.933 -0.651 -0.193
S -0.934 2.909 -0.385
P -3.063 1.120 0.718
C 1.074 -1.701 0.231
C 0.673 -0.480 -0.489
C -0.408 0.108 0.384
C -1.380 1.093 -0.295
H -1.062 -0.745 0.634
H 0.131 0.416 1.316
H 0.224 -2.188 0.615
H 1.629 -1.406 1.171
H 0.366 2.725 0.081
H 1.738 -2.371 -0.372
H -1.428 0.931 -1.387
H 1.575 0.247 -0.780
H 0.299 -0.796 -1.376
H -3.717 2.063 -0.010
*
```

This record from OMol25 describes a 2-piece molecular cluster, C4H10Cl2S overall in a non-equilibrium geometry. The level of theory is ωB97M-V/def2-TZVPD.

Output
strongest force on any atom: 1.1 eV Å⁻¹
E_tot: -1476.96600 hartree
energy relative to the best compared isomer or geometry (same formula, charge and spin): 15.1 kJ/mol
SMILES: ClCCCl.CCS

```
! wB97M-V def2-TZVPD RIJCOSX def2/J DEFGRID3
* xyz 0 1
Cl 1.825 1.176 4.732
Cl -0.426 2.284 1.229
S 0.717 -0.926 1.426
C 0.454 1.400 3.614
C 1.369 0.467 -0.914
C 0.311 -0.422 -0.274
C 0.945 2.060 2.347
H -0.312 2.016 4.124
H 2.326 -0.075 -1.001
H 0.008 0.408 3.410
H 1.531 1.372 -0.305
H 1.853 -1.587 1.118
H -0.648 0.122 -0.174
H 1.047 0.775 -1.923
H 0.123 -1.325 -0.885
H 1.392 3.052 2.551
H 1.711 1.445 1.837
*
```